one.
{
  "formula": "C5H14N2",
  "method": "ωB97M-V/def2-TZVPD",
  "symbols": ["H", "H", "H", "C", "H", "N", "H", "H", "H", "H", "H", "H", "C", "C", "H", "C", "H", "N", "H", "H", "C"],
  "coordinates": [[0.72685, 0.68415, -0.44533], [-1.93119, 1.03123, -0.34388], [-1.87970, -0.65658, -0.31597], [0.86567, -1.93560, -0.53166], [-0.47777, -1.47808, 0.88356], [0.42257, -1.19419, 0.55009], [-0.08582, 3.48661, 0.42770], [0.56533, 3.36832, 1.95791], [-1.09172, 0.09569, -1.72828], [1.60388, 2.78323, 0.64415], [-1.12063, 1.35504, 1.64895], [0.35511, -2.60258, -2.60197], [-0.03343, 0.20908, 0.20399], [0.56260, 2.80895, 1.08716], [-0.58324, -3.40156, -1.48456], [0.00958, 1.23502, 1.41195], [0.45977, 0.94987, 2.43233], [-0.14388, -2.48984, -1.67068], [1.78829, -1.46114, -1.17822], [1.35210, -2.96756, -0.28835], [-1.36437, 0.17992, -0.65889]],
  "homo_lumo_gap_ev": 9.9,
  "multiplicity": 1,
  "smiles": "CC[C@H](C)NCN",
  "homo_ha": -0.3228,
  "total_charge": 0
}

two.
{
  "formula": "C5H14N2",
  "method": "ωB97M-V/def2-TZVPD",
  "symbols": ["H", "H", "H", "H", "H", "H", "C", "C", "H", "H", "H", "H", "N", "C", "H", "H", "N", "H", "H", "C", "C"],
  "coordinates": [[-0.22903, -2.11541, -0.50379], [-1.46015, 2.10711, -1.74789], [-0.33096, -0.52770, 1.63038], [0.83349, -2.82563, 0.66009], [-1.36910, 0.73413, -2.87400], [1.63176, 0.48416, 2.43490], [0.68864, -1.79638, 0.02632], [0.60462, -0.59264, 0.88765], [1.47585, 0.53053, -0.51315], [0.41163, 1.67968, 0.29179], [1.89499, -1.15019, 2.56042], [1.63928, -1.70293, -0.60102], [-0.73440, 0.35574, -0.90449], [-0.79870, 1.24061, -2.03834], [0.19012, 1.55675, -2.34279], [-1.98033, -0.21535, 0.89112], [1.76271, -0.40112, 1.92165], [-1.93233, 1.58097, 0.34530], [-2.81902, 0.44803, -0.49447], [-1.84890, 0.49813, 0.01425], [0.49528, 0.60587, -0.03270]],
  "homo_lumo_gap_ev": 9.6,
  "multiplicity": 1,
  "smiles": "C[C@@H](N)CN(C)C",
  "homo_ha": -0.3132,
  "total_charge": 0
}

The data favor two; the next most stable structure lies 0.0192 hartree above it.

one.
{
  "formula": "C3H11N3",
  "method": "ωB97M-V/def2-TZVPD",
  "symbols": ["H", "H", "H", "C", "H", "C", "H", "H", "H", "N", "H", "N", "H", "H", "H", "N", "C"],
  "coordinates": [[2.86353, 1.20617, 2.50783], [1.84459, 2.79957, 0.44143], [-1.46059, -1.51040, 0.14322], [1.23095, 0.74308, 0.47478], [0.31225, 1.07611, 0.00354], [2.33773, 1.81465, 0.52293], [-3.19044, -3.48497, -2.07165], [3.47983, 2.54340, 2.01245], [0.99721, 0.84580, 1.53235], [3.17904, 1.61033, 1.62144], [-4.26879, -2.32287, -2.73689], [-3.39219, -2.50324, -2.09131], [1.61253, -0.32239, 0.39845], [2.78728, 1.75300, -0.44874], [-3.10744, -0.56355, -1.21945], [-2.30703, -2.04928, -0.01050], [-2.91846, -1.63542, -1.07986]],
  "homo_lumo_gap_ev": 9.8,
  "multiplicity": 1,
  "smiles": "[H]/N=C/N.CCN",
  "homo_ha": -0.3235,
  "total_charge": 0
}

two.
{
  "formula": "C3H11N3",
  "method": "ωB97M-V/def2-TZVPD",
  "symbols": ["H", "H", "N", "C", "N", "C", "H", "H", "H", "H", "H", "H", "H", "H", "H", "C", "N"],
  "coordinates": [[0.55189, 0.58357, -2.12468], [-0.43621, -2.16391, 1.81817], [-2.21103, 0.17463, -0.71484], [0.21249, -1.20800, 1.46606], [-0.65972, -0.15034, 0.96154], [1.38320, 0.57123, -1.26708], [2.21639, 1.12269, -1.58834], [-1.32347, -1.53127, -0.34441], [1.73028, -0.44538, -1.21557], [1.49357, 1.14589, 0.91519], [0.90059, -0.86524, 2.14608], [0.97844, -1.71687, 0.69582], [-1.73905, 1.13175, -0.79963], [-3.10545, 0.37318, -0.15653], [0.52331, 2.29107, 0.12768], [0.97744, 1.33557, -0.00628], [-1.49268, -0.64856, 0.08682]],
  "homo_lumo_gap_ev": [8.2, 8.1],
  "multiplicity": 1,
  "homo_ha": [-0.2592, -0.2588],
  "total_charge": 0
}

three.
{
  "formula": "C3H11N3",
  "method": "ωB97M-V/def2-TZVPD",
  "symbols": ["H", "H", "H", "H", "H", "H", "C", "N", "H", "H", "C", "H", "H", "N", "C", "N", "H"],
  "coordinates": [[3.14991, 0.35993, 0.46832], [0.09308, -1.53303, -1.56533], [0.84955, -2.44613, -0.56310], [1.81768, -0.35842, 1.34726], [-0.81890, 2.42676, 0.97300], [-3.84560, -0.00690, 0.40331], [2.49545, -0.51992, 0.50778], [0.57265, -1.47470, -0.67727], [3.12609, -1.40134, 0.50634], [-2.91252, 0.32955, -1.03736], [1.64239, -0.47738, -0.72830], [1.16921, 0.50365, -0.75428], [2.23857, -0.64325, -1.63256], [-1.55527, 2.19155, 0.32511], [-2.34422, 1.26555, 0.70860], [-3.12245, 0.50268, -0.07157], [-2.55560, 1.28137, 1.79003]],
  "homo_lumo_gap_ev": 9.8,
  "multiplicity": 1,
  "smiles": "[H]/N=C/N.CCN",
  "homo_ha": -0.3202,
  "total_charge": 0
}

The data favor three; the next most stable structure lies 0.0481 hartree above it.

one.
{
  "formula": "C3H11N3",
  "method": "ωB97M-V/def2-TZVPD",
  "symbols": ["N", "C", "H", "H", "N", "H", "C", "H", "H", "H", "H", "C", "H", "H", "H", "N", "H"],
  "coordinates": [[0.17821, 0.82737, -0.53521], [1.11755, 1.86261, -0.15962], [-0.99549, 0.66058, 0.30614], [1.48365, -0.54223, -1.49028], [-2.64291, -0.34869, 0.83575], [1.34288, 2.28762, -1.15782], [1.08153, -1.51859, 0.17279], [0.55258, 2.71428, 0.39723], [-3.28219, -0.75901, 1.54486], [1.39505, -2.52595, -0.29405], [1.87689, -1.15507, 0.70772], [0.59025, -0.49471, -0.90494], [-2.73232, -0.64998, -0.09649], [2.06501, 1.59907, 0.28741], [0.23124, -1.76685, 0.89680], [-1.97732, 0.64064, 1.01334], [-0.28460, -0.83108, -1.52361]],
  "homo_lumo_gap_ev": [7.6, 6.0],
  "multiplicity": 1,
  "homo_ha": [-0.2692, -0.2407],
  "total_charge": 0
}

two.
{
  "formula": "C3H11N3",
  "method": "ωB97M-V/def2-TZVPD",
  "symbols": ["H", "C", "N", "H", "H", "H", "H", "N", "N", "H", "H", "C", "H", "H", "H", "H", "C"],
  "coordinates": [[-2.06451, -1.40369, 1.02347], [-1.49295, -1.67617, 0.11956], [-2.31579, -1.62916, -1.05926], [-1.79464, -1.80606, -1.86161], [-3.03254, -0.93530, -1.13774], [0.04148, 0.55754, -1.23970], [0.49457, 2.17439, 1.64512], [1.47646, 2.18212, 1.28887], [0.42111, 1.31392, -0.73250], [0.41407, -1.53771, 0.94339], [0.61712, 2.24158, -1.27489], [1.52421, 1.15943, 0.23329], [0.26098, -3.10556, 0.04336], [1.38261, 0.22488, 0.81410], [2.50882, 1.17564, -0.15958], [1.74819, 3.17040, 1.11958], [-0.18920, -2.10625, 0.23452]],
  "homo_lumo_gap_ev": 8.7,
  "multiplicity": 1,
  "smiles": "C=CN.NCN",
  "homo_ha": -0.2865,
  "total_charge": 0
}

three.
{
  "formula": "C3H11N3",
  "method": "ωB97M-V/def2-TZVPD",
  "symbols": ["H", "H", "H", "N", "H", "N", "H", "N", "H", "H", "C", "H", "C", "C", "H", "H", "H"],
  "coordinates": [[-1.35935, -1.76207, 0.26801], [-2.94977, -2.42583, -1.50034], [2.68955, 1.69476, 2.16586], [3.14234, -0.10868, 1.35951], [0.63905, 2.04910, 1.14332], [1.10704, 1.16502, 0.93013], [2.64043, -0.66163, 2.06520], [-2.11173, -1.14536, -0.01546], [-2.74159, 0.63205, -2.00364], [3.10222, 1.77044, 0.43279], [-2.59694, -1.42136, -1.30737], [-1.74418, -0.21282, 0.13269], [-2.80386, -0.46234, -2.22747], [2.54943, 1.20895, 1.19495], [2.94575, -0.62878, 0.50629], [-3.39313, -0.72796, -3.08922], [0.88473, 1.03651, -0.05524]],
  "homo_lumo_gap_ev": 9.4,
  "multiplicity": 1,
  "smiles": "C=CN.NCN",
  "homo_ha": -0.3141,
  "total_charge": 0
}

four.
{
  "formula": "C3H11N3",
  "method": "ωB97M-V/def2-TZVPD",
  "symbols": ["C", "C", "H", "N", "H", "H", "H", "H", "H", "H", "H", "N", "H", "H", "N", "H", "C"],
  "coordinates": [[0.58231, 1.67942, 1.13928], [0.75654, -1.52638, 1.01187], [0.70856, 2.43636, 0.37540], [-0.25821, -2.07015, 0.45833], [-2.24985, -0.47724, 0.38322], [-0.07051, -2.56671, -0.41019], [0.71583, 0.45726, -1.70081], [-0.58334, 1.20686, -2.62710], [0.74886, 0.55640, 0.88442], [1.79532, -1.75354, 0.74603], [1.30664, 1.85505, 1.92974], [-1.14924, 0.46543, -0.79797], [0.62782, -1.19499, 2.03202], [-0.49007, -0.56988, -2.53204], [-1.69546, -0.61057, -0.46961], [-0.41111, 1.74893, 1.56133], [-0.33409, 0.36376, -1.98393]],
  "homo_lumo_gap_ev": 9.5,
  "multiplicity": 1,
  "smiles": "[H]/N=N/C.C=N.C",
  "homo_ha": -0.3161,
  "total_charge": 0
}

The data favor three; the next most stable structure lies 0.0637 hartree above it.

one.
{
  "formula": "C6H12N3",
  "method": "ωB97M-V/def2-TZVPD",
  "symbols": ["H", "C", "H", "H", "H", "H", "C", "H", "C", "N", "C", "C", "H", "N", "H", "H", "C", "N", "H", "H", "H"],
  "coordinates": [[-1.86388, -0.05468, 3.37620], [1.84938, 0.26204, 1.68764], [2.76430, 0.40087, 2.24744], [-0.09970, -1.90245, 0.89222], [1.77117, 0.30923, 0.51838], [-0.96894, 1.24093, -3.13018], [-0.23329, 0.15312, -0.47991], [-0.11524, 2.73589, -2.55706], [-0.42108, 0.00627, 2.00143], [-0.45319, 1.22357, -1.18480], [-1.72017, 0.03847, 2.33318], [-0.21477, 1.56454, -2.54075], [-0.00325, -2.99861, -0.54400], [0.77179, 0.05798, 2.34719], [-2.63905, 0.15026, 1.78206], [0.14873, -1.19591, -2.02221], [0.34568, -2.06633, -0.16238], [-0.00871, -0.99480, -1.04735], [1.40293, -2.09533, -0.06307], [-1.05770, 1.96979, -0.71293], [0.74499, 1.19515, -2.74108]],
  "homo_lumo_gap_ev": 8.2,
  "multiplicity": 1,
  "homo_ha": -0.4747,
  "total_charge": 1
}

two.
{
  "formula": "C6H12N3",
  "method": "ωB97M-V/def2-TZVPD",
  "symbols": ["H", "C", "C", "H", "H", "N", "C", "H", "C", "N", "H", "H", "H", "H", "H", "N", "C", "C", "H", "H", "H"],
  "coordinates": [[-3.04132, 1.51494, 0.06361], [-2.88382, -0.82514, -0.83518], [-0.82907, 1.74881, 0.39478], [-0.39896, -0.90425, 1.98911], [-2.66548, -1.83832, -1.24040], [1.86716, -0.36838, -0.14568], [0.53051, -0.58444, 1.88362], [2.36518, 1.56461, -1.06206], [2.40458, 0.45908, -1.35723], [-1.88201, -0.03605, -0.52078], [-0.95281, -0.16039, -0.86026], [-0.82468, 2.64070, 0.96458], [1.90638, 0.37141, -2.30775], [1.36216, -1.40015, 1.94578], [0.75224, 0.25438, 2.55060], [0.35785, 1.28197, 0.25966], [-1.99424, 1.19899, -0.05888], [0.84248, 0.12060, 0.51395], [2.46164, -1.08836, 0.18513], [-3.94287, -0.53759, -0.85386], [3.40396, 0.18807, -1.43458]],
  "homo_lumo_gap_ev": [7.7, 7.7],
  "multiplicity": 1,
  "smiles": "C=[NH+]/C=C\\N=C(/C)NC",
  "homo_ha": [-0.4495, -0.4495],
  "total_charge": 1
}

three.
{
  "formula": "C6H12N3",
  "method": "ωB97M-V/def2-TZVPD",
  "symbols": ["N", "C", "C", "N", "H", "H", "H", "H", "H", "H", "H", "C", "H", "C", "C", "H", "H", "C", "H", "N", "H"],
  "coordinates": [[-0.61871, -0.61453, 0.86155], [-0.31727, -1.80484, -1.63787], [-0.48415, -0.08008, 2.00176], [-0.95925, -0.49461, -1.40412], [-1.10992, -2.53868, -2.18574], [1.95629, -0.62675, -1.53083], [2.10320, -0.85689, 0.15006], [2.26802, 0.82507, -0.62598], [-0.71476, 1.78977, 2.86426], [-0.49697, 3.14304, 0.53374], [0.78714, 1.50587, 2.62316], [-0.40660, 2.09481, 0.79626], [-0.71931, -0.47681, 2.90541], [-0.19846, 1.40753, 2.09429], [-0.20540, 0.15891, -0.26750], [-0.85686, 0.24119, -2.09419], [-0.18181, -2.37098, -0.75479], [1.88855, -0.17506, -0.57762], [-1.98135, -0.76428, -1.15299], [-0.32256, 1.50250, -0.32353], [0.57019, -1.86518, -2.27533]],
  "homo_lumo_gap_ev": 9.7,
  "multiplicity": 1,
  "homo_ha": -0.4919,
  "total_charge": 1
}

The data favor two; the next most stable structure lies 0.0496 hartree above it.

one.
{
  "formula": "C4H12O2",
  "method": "ωB97M-V/def2-TZVPD",
  "symbols": ["H", "H", "H", "H", "O", "H", "C", "H", "O", "H", "C", "H", "H", "H", "C", "H", "H", "C"],
  "coordinates": [[-1.57897, -0.13939, 0.89138], [1.60178, 0.69628, -2.57071], [-2.29891, 1.50974, 1.11519], [1.64073, 2.29913, -1.48002], [-1.49753, -2.89075, -0.28928], [-1.54462, -3.08719, 0.65327], [0.36461, 0.79861, -0.86097], [-2.50773, 0.61552, -0.34996], [1.29274, -1.21186, 2.16379], [-0.56200, 2.61530, -0.17403], [-1.77834, 0.89999, 0.38563], [1.91868, -0.48798, 1.97435], [2.46429, 0.86863, -1.00945], [0.29725, -0.29352, -0.75852], [1.56104, 1.19548, -1.59962], [1.78971, -1.83878, 2.69898], [-0.58855, -3.07621, -0.54077], [-0.57418, 1.52700, -0.24925]],
  "homo_lumo_gap_ev": 9.4,
  "multiplicity": 1,
  "smiles": "C/C=C/C.O.O",
  "homo_ha": -0.3236,
  "total_charge": 0
}

two.
{
  "formula": "C4H12O2",
  "method": "ωB97M-V/def2-TZVPD",
  "symbols": ["H", "C", "H", "C", "H", "H", "O", "H", "H", "H", "H", "C", "H", "H", "H", "H", "C", "O"],
  "coordinates": [[-2.00621, 0.87950, -2.19534], [-2.21442, -0.96881, -0.89483], [-1.68621, -1.75491, -0.35526], [-1.43793, 0.17509, -1.58791], [-2.79619, -0.54952, -0.07395], [0.59458, -0.77418, 1.14849], [-0.78045, 0.96314, -0.65396], [2.46492, 0.43720, -0.16548], [3.00699, -0.86146, 0.66137], [1.56384, -0.41363, 2.66918], [-2.78875, -1.53253, -1.62999], [1.26823, -0.09413, 1.66986], [3.30887, 0.71179, 1.32511], [-0.78172, -0.25917, -2.34216], [-0.04319, 0.94012, 0.93178], [-0.85272, 1.87469, -0.94629], [2.53271, 0.09791, 0.86814], [0.64758, 1.12883, 1.57117]],
  "homo_lumo_gap_ev": 10.0,
  "multiplicity": 1,
  "smiles": "CCO.CCO",
  "homo_ha": -0.3438,
  "total_charge": 0
}

The data favor one; the next most stable structure lies 0.0102 hartree above it.